Computed, not measured: 12 unconnected molecules or ions with the total composition C53H141N13O16 in a non-equilibrium geometry, with ωB97M-V/def2-TZVPD.

Each atom is followed by the atoms it is bonded to, with distances in Å.
Geometry (Å):
1 C -1.032 -5.714 -1.618  H22 1.090, C188 1.543, H195 1.090, O197 1.333
2 O 5.106 2.169 10.222  C61 1.426, C221 1.430
3 H 6.943 0.666 2.574  C62 1.090
4 C -0.608 0.606 -0.595  H72 1.090, C86 1.544, N143 1.456, C205 1.507
5 O 8.114 -0.355 -3.910  C142 1.465, C215 1.365
6 H 1.834 -4.088 0.715  C134 1.090
7 H 6.020 3.314 11.688  C221 1.090
8 O 2.674 1.096 4.729  C17 1.398, C124 1.416
9 H -4.402 4.718 1.768  N220 1.010
10 H -1.476 1.668 -6.894  C121 1.090
11 H -3.062 4.241 0.651  N220 1.010
12 C -0.148 2.835 3.066  H13 1.090, H69 1.090, C79 1.540, H196 1.090
13 H -0.502 2.629 4.076  C12 1.090
14 H -2.702 4.090 -5.782  C89 1.090
15 C -5.670 -4.529 3.825  C58 1.588, H90 1.090, H112 1.090, O162 1.387
16 H -5.211 4.654 -5.151  C110 1.090
17 C 2.379 1.823 5.887  O8 1.398, C105 1.506, H139 1.090, H173 1.090
18 H 0.372 -2.808 -1.754  C126 1.090
19 H 6.689 3.852 -3.935  C131 1.090
20 C 5.419 -1.833 -1.946  H92 1.090, O167 1.407, H176 1.090, H222 1.090
21 N 4.249 1.241 7.524  C75 1.466, C105 1.484, H212 1.010
22 H -1.743 -5.501 -2.416  C1 1.090
23 H -7.762 -2.025 -7.402  C201 1.090
24 H 9.144 2.219 2.723  C33 1.090
25 H 4.549 3.991 -2.362  C104 1.090
26 H 3.860 -0.485 8.704  C75 1.090
27 H -7.866 -3.494 -6.541  C201 1.090
28 H 7.113 4.123 -2.226  C131 1.090
29 H 8.706 0.351 1.300  N59 1.010
30 H -1.521 1.250 -8.653  C121 1.090
31 C -0.651 4.672 -5.510  H52 1.090, C89 1.511, H160 1.090, H190 1.090
32 C -6.521 -3.677 -8.963  H87 1.090, O107 1.412, H191 1.090, H202 1.090
33 C 8.170 2.597 2.411  H24 1.090, C62 1.565, H77 1.090, H123 1.090
34 H -4.325 1.276 -6.252  C56 1.090
35 H 2.660 2.328 -2.651  C150 1.090
36 N -0.933 4.122 1.094  C79 1.481, H99 1.010, H125 1.010
37 H -8.434 -5.983 5.107  C141 1.090
38 O -2.994 0.367 -7.576  C56 1.397, C121 1.409
39 H 7.324 -0.112 0.627  N59 1.010
40 H -5.965 5.821 -4.171  C110 1.090
41 H -3.080 -3.527 3.357  N199 1.010
42 H -4.833 4.826 -3.425  C110 1.090
43 H -3.020 -2.228 0.604  N132 1.010
44 H 2.043 -0.620 3.593  C124 1.090
45 H 1.661 -6.914 -1.273  C170 1.090
46 H -1.684 5.952 2.933  C203 1.090
47 H -1.985 -0.662 -1.482  C205 1.090
48 H -6.415 -3.595 -1.440  C70 1.090
49 H 4.999 -2.501 0.346  C138 1.090
50 H 2.970 0.782 -3.412  C150 1.090
51 H -0.588 -3.988 5.823  C213 1.090
52 H -0.656 4.092 -4.587  C31 1.090
53 H -1.362 1.888 0.739  N143 1.010
54 O 4.720 1.958 -3.041  C104 1.407, C150 1.438
55 H 9.464 0.276 -2.455  C142 1.090
56 C -3.797 0.340 -6.434  H34 1.090, O38 1.397, H60 1.090, C187 1.528
57 H 3.691 -5.051 -0.527  C97 1.090
58 C -4.857 -3.217 4.198  C15 1.588, H192 1.090, N199 1.430, H217 1.090
59 N 7.883 0.704 0.833  H29 1.010, H39 1.010, C62 1.443
60 H -3.185 0.258 -5.536  C56 1.090
61 C 3.977 1.327 9.994  O2 1.426, C75 1.536, H156 1.090, H219 1.090
62 C 7.239 1.455 1.883  H3 1.090, C33 1.565, N59 1.443, C94 1.613
63 H 8.253 -0.848 -1.864  C142 1.090
64 H -6.882 4.227 -0.035  N145 1.010
65 O -4.840 -0.289 0.429  C166 1.425, C210 1.472
66 O 4.943 1.082 1.004  C94 1.387, C129 1.430
67 H 8.527 -1.364 -5.417  C215 1.090
68 H -1.319 -7.734 -1.777  C188 1.090
69 H 0.823 3.329 3.112  C12 1.090
70 C -5.519 -3.761 -0.843  H48 1.090, C78 1.520, H83 1.090, H178 1.090
71 H -2.680 6.372 5.390  C209 1.090
72 H 0.058 1.452 -0.766  C4 1.090
73 O -1.351 -3.079 4.188  C153 1.405, C213 1.404
74 H -2.602 2.401 -7.933  C121 1.090
75 C 4.363 0.480 8.772  N21 1.466, H26 1.090, C61 1.536, H82 1.090
76 H -2.478 1.472 -0.377  N143 1.010
77 H 8.312 3.432 1.724  C33 1.090
78 C -4.609 -2.582 -0.541  C70 1.520, N132 1.436, C166 1.491, H185 1.090
79 C -1.207 3.809 2.515  C12 1.540, N36 1.481, H152 1.090, C203 1.540
80 H -0.987 -3.378 -2.658  C126 1.090
81 H 0.549 0.317 1.200  C86 1.090
82 H 5.418 0.220 8.861  C75 1.090
83 H -5.094 -4.403 -1.615  C70 1.090
84 N 7.398 2.255 -3.158  H93 1.010, C131 1.423, C182 1.459
85 H 2.884 -2.659 1.220  C134 1.090
86 C 0.206 -0.290 0.362  C4 1.544, H81 1.090, H122 1.090, H161 1.090
87 H -7.419 -3.425 -9.527  C32 1.090
88 H -0.767 -6.918 -3.891  N144 1.010
89 C -2.112 5.004 -5.701  H14 1.090, C31 1.511, N91 1.425, C181 1.531
90 H -4.919 -5.274 3.562  C15 1.090
91 N -2.323 5.651 -6.953  C89 1.425, H101 1.010, H137 1.010
92 H 4.630 -1.083 -2.000  C20 1.090
93 H 6.823 1.806 -3.857  N84 1.010
94 C 5.842 2.074 1.368  C62 1.613, O66 1.387, H171 1.090, H183 1.090
95 H -1.081 -3.196 -0.839  C126 1.090
96 H 4.642 2.343 12.282  C221 1.090
97 C 3.930 -4.243 0.165  H57 1.090, C134 1.549, C138 1.474, N206 1.451
98 H 2.457 -2.825 -0.422  C134 1.090
99 H 0.058 4.315 1.062  N36 1.010
100 H -1.675 -1.112 4.863  C153 1.090
101 H -3.309 5.866 -6.902  N91 1.010
102 C -4.834 4.301 -0.080  N145 1.340, O172 1.203, N220 1.317
103 H -5.258 -0.701 -7.508  C187 1.090
104 C 5.199 3.117 -2.405  H25 1.090, O54 1.407, C131 1.566, H140 1.090
105 C 2.844 1.043 7.088  C17 1.506, N21 1.484, H111 1.090, H130 1.090
106 H 3.026 1.746 1.681  C129 1.090
107 O -6.083 -3.101 -7.751  C32 1.412, C201 1.459
108 H -4.174 -1.736 -6.676  C187 1.090
109 H -0.139 5.213 3.605  C203 1.090
110 C -4.992 5.368 -4.357  H16 1.090, H40 1.090, H42 1.090, O113 1.435
111 H 2.712 -0.033 6.981  C105 1.090
112 H -6.126 -4.299 2.862  C15 1.090
113 O -3.940 6.266 -4.738  C110 1.435, C181 1.390
114 H -2.379 5.419 -3.558  C181 1.090
115 H 4.226 -3.975 2.116  N206 1.010
116 H 0.756 0.444 4.208  C124 1.090
117 H 3.462 1.042 -1.749  C150 1.090
118 H -5.687 -1.932 1.152  C166 1.090
119 H 3.210 0.003 1.620  C129 1.090
120 O -1.766 4.737 4.536  C203 1.337, C209 1.436
121 C -2.106 1.447 -7.755  H10 1.090, H30 1.090, O38 1.409, H74 1.090
122 H -0.429 -1.065 0.791  C86 1.090
123 H 7.811 3.001 3.357  C33 1.090
124 C 1.763 0.067 4.392  O8 1.416, H44 1.090, H116 1.090, H204 1.090
125 H -1.428 5.002 1.072  N36 1.010
126 C -0.479 -3.487 -1.700  H18 1.090, H80 1.090, H95 1.090, O197 1.435
127 H 9.951 -1.229 -4.475  C215 1.090
128 H -5.795 1.017 -0.966  C210 1.090
129 C 3.749 0.937 1.777  O66 1.430, H106 1.090, H119 1.090, H154 1.090
130 H 2.193 1.308 7.920  C105 1.090
131 C 6.640 3.437 -2.928  H19 1.090, H28 1.090, N84 1.423, C104 1.566
132 N -3.565 -3.034 0.336  H43 1.010, C78 1.436, H174 1.010
133 H -4.617 0.049 -1.586  C210 1.090
134 C 2.657 -3.417 0.471  H6 1.090, H85 1.090, C97 1.549, H98 1.090
135 H -1.579 2.320 -4.054  C223 1.090
136 H -2.604 -2.388 5.577  C153 1.090
137 H -2.064 6.601 -6.726  N91 1.010
138 C 5.071 -3.408 -0.254  H49 1.090, C97 1.474, O167 1.416, H198 1.090
139 H 2.917 2.770 5.874  C17 1.090
140 H 5.139 2.840 -1.352  C104 1.090
141 C -7.560 -5.939 4.458  H37 1.090, H148 1.090, O162 1.475, H184 1.090
142 C 8.410 0.006 -2.522  O5 1.465, H55 1.090, H63 1.090, C182 1.579
143 N -1.721 1.119 0.192  C4 1.456, H53 1.010, H76 1.010
144 N 0.028 -7.120 -3.302  H88 1.010, H186 1.010, C188 1.425
145 N -6.045 4.513 0.453  H64 1.010, C102 1.340, H207 1.010
146 C -6.424 -2.328 -5.467  H194 1.090, C201 1.596, H211 1.090, N218 1.510
147 H 6.636 0.723 -1.750  C182 1.090
148 H -6.943 -6.833 4.558  C141 1.090
149 H -2.067 6.774 -4.535  C181 1.090
150 C 3.387 1.519 -2.726  H35 1.090, H50 1.090, O54 1.438, H117 1.090
151 H -0.513 -0.446 -2.426  C205 1.090
152 H -2.147 3.289 2.698  C79 1.090
153 C -2.191 -2.043 4.629  O73 1.405, H100 1.090, H136 1.090, C193 1.526
154 H 4.161 0.779 2.774  C129 1.090
155 H -1.468 2.999 -2.357  C223 1.090
156 H 3.971 0.732 10.908  C61 1.090
157 H -1.984 5.392 6.634  C209 1.090
158 H 7.797 1.921 -1.303  C182 1.090
159 H -3.939 -1.004 3.867  C193 1.090
160 H -0.122 5.622 -5.449  C31 1.090
161 H 1.069 -0.785 -0.084  C86 1.090
162 O -6.678 -4.790 4.740  C15 1.387, C141 1.475
163 H 0.662 -4.016 4.612  C213 1.090
164 H 0.512 -7.474 -0.107  C170 1.090
165 H 8.637 -2.363 -3.971  C215 1.090
166 C -5.434 -1.557 0.160  O65 1.425, C78 1.491, H118 1.090, H177 1.090
167 O 4.938 -3.117 -1.633  C20 1.407, C138 1.416
168 H 4.284 3.694 11.359  C221 1.090
169 H -5.419 -0.735 -4.572  N218 1.010
170 C 0.798 -7.569 -1.155  H45 1.090, H164 1.090, C188 1.558, H200 1.090
171 H 6.026 2.764 0.544  C94 1.090
172 O -4.631 3.854 -1.178  C102 1.203
173 H 1.297 1.935 5.966  C17 1.090
174 H -3.959 -3.242 1.243  N132 1.010
175 H -0.206 1.925 -3.153  C223 1.090
176 H 6.297 -1.595 -1.345  C20 1.090
177 H -6.278 -1.442 -0.519  C166 1.090
178 H -5.830 -4.233 0.089  C70 1.090
179 H -2.582 -1.307 2.830  C193 1.090
180 H -4.115 1.488 -0.557  C210 1.090
181 C -2.632 5.843 -4.530  C89 1.531, O113 1.390, H114 1.090, H149 1.090
182 C 7.521 1.245 -2.113  N84 1.459, C142 1.579, H147 1.090, H158 1.090
183 H 5.483 2.764 2.132  C94 1.090
184 H -7.944 -6.058 3.445  C141 1.090
185 H -4.281 -1.988 -1.394  C78 1.090
186 H 0.652 -6.326 -3.281  N144 1.010
187 C -4.770 -0.833 -6.542  C56 1.528, H103 1.090, H108 1.090, N218 1.470
188 C -0.450 -7.102 -1.961  C1 1.543, H68 1.090, N144 1.425, C170 1.558
189 H 0.162 -2.626 5.495  C213 1.090
190 H -0.279 4.102 -6.361  C31 1.090
191 H -5.753 -3.710 -9.736  C32 1.090
192 H -5.643 -2.463 4.186  C58 1.090
193 C -3.243 -1.783 3.554  C153 1.526, H159 1.090, H179 1.090, N199 1.427
194 H -7.071 -2.551 -4.618  C146 1.090
195 H -1.342 -5.506 -0.594  C1 1.090
196 H -0.019 1.890 2.539  C12 1.090
197 O -0.023 -4.848 -1.714  C1 1.333, C126 1.435
198 H 5.999 -3.910 0.022  C138 1.090
199 N -3.905 -2.982 3.156  H41 1.010, C58 1.430, C193 1.427
200 H 1.140 -8.604 -1.153  C170 1.090
201 C -7.151 -2.725 -6.831  H23 1.090, H27 1.090, O107 1.459, C146 1.596
202 H -6.654 -4.683 -8.565  C32 1.090
203 C -1.197 5.084 3.378  H46 1.090, C79 1.540, H109 1.090, O120 1.337
204 H 1.637 -0.509 5.309  C124 1.090
205 C -1.269 0.077 -1.841  C4 1.507, H47 1.090, H151 1.090, O208 1.435
206 N 4.136 -4.771 1.501  C97 1.451, H115 1.010, H214 1.010
207 H -6.150 5.064 1.293  N145 1.010
208 O -2.032 1.037 -2.587  C205 1.435, C223 1.431
209 C -1.847 5.700 5.598  H71 1.090, O120 1.436, H157 1.090, H216 1.090
210 C -4.803 0.655 -0.700  O65 1.472, H128 1.090, H133 1.090, H180 1.090
211 H -5.637 -3.073 -5.352  C146 1.090
212 H 4.643 2.147 7.315  N21 1.010
213 C -0.228 -3.474 4.932  H51 1.090, O73 1.404, H163 1.090, H189 1.090
214 H 4.956 -5.361 1.485  N206 1.010
215 C 8.876 -1.383 -4.385  O5 1.365, H67 1.090, H127 1.090, H165 1.090
216 H -1.004 6.389 5.542  C209 1.090
217 H -4.574 -3.429 5.229  C58 1.090
218 N -5.785 -0.960 -5.487  C146 1.510, H169 1.010, C187 1.470
219 H 3.090 1.946 9.860  C61 1.090
220 N -3.971 4.630 0.859  H9 1.010, H11 1.010, C102 1.317
221 C 5.038 2.912 11.441  O2 1.430, H7 1.090, H96 1.090, H168 1.090
222 H 5.723 -1.895 -2.991  C20 1.090
223 C -1.262 2.161 -3.023  H135 1.090, H155 1.090, H175 1.090, O208 1.431

Properties
HOMO, eV: -8.33
Charge: 0
SMILES string: COC[C@H](C)N.COC[C@H](C)N.COC[C@H](C)N.COC[C@H](C)N.COC[C@H](C)N.COC[C@H](C)N.COC[C@H](C)N.COCCNCCOC.COCCNCCOC.COCCNCCOC.COCCNCCOC.NC(N)=O
Calculated total energy, eV: -109361.25916
Frontier orbital gap, eV: 8.45